[1]
ORCA calculation (ωB97M-V/def2-TZVPD) on 3 unconnected molecules or ions with the total composition C6H13NO2.

Each line ends with the natural charge from an NBO analysis.
Element x y z (Å)
O 0.139489 -0.821617 0.802734  -0.750
O -3.005405 -0.307633 -0.930069  -0.724
N 2.124387 2.447291 0.619006  -0.504
C -1.246632 -0.913206 0.486988  -0.079
C 1.602329 1.408822 0.636812  -0.166
C -1.764119 0.199754 -0.426349  0.077
C -1.945711 1.534250 0.283135  -0.648
C 2.925934 -1.241120 0.012633  -0.731
C 1.818053 -0.659163 -0.748807  0.137
H 2.564635 -1.871217 0.824681  0.267
H -1.050317 0.323879 -1.253529  0.152
H -1.830273 -0.930930 1.414165  0.186
H 3.449691 -1.909998 -0.692620  0.263
H -2.334339 2.285331 -0.410358  0.210
H -1.395668 -1.873126 -0.011293  0.191
H 1.061122 -1.321303 -1.137770  0.200
H 0.468694 0.109401 0.966057  0.503
H -0.999658 1.915453 0.668624  0.245
H 3.617700 -0.492461 0.387013  0.259
H -2.652919 1.426718 1.108671  0.212
H 1.952160 0.270965 -1.276595  0.228
H -3.499155 0.419909 -1.323129  0.472

Atoms 1-2, force components in eV/Å:
0.1 0.1 -0.2
0.2 0.1 0.1

Properties
- highest occupied orbital energy (eV) = -9.9
- energy (hartree) = -441.4845
- relative energy (zero: lowest compared OMol25 entry of this formula, charge and spin) (kcal per mole) = 122.7
- HOMO-LUMO gap (eV) = 8.23

=====

[2]
ORCA calculation (ωB97M-V/def2-TZVPD) on C6H13NO4 in the gas phase.

Each line ends with the natural charge from an NBO analysis.
Element x y z (Å)
O 2.879638 0.071481 0.365584  -0.765
O 0.982509 1.598468 0.937986  -0.746
O -1.331681 1.960434 -0.308692  -0.733
O -3.322664 0.114335 0.063321  -0.731
N 1.101935 -1.258966 -0.592404  -0.633
C 1.840150 -0.010173 -0.619177  0.216
C -0.550820 0.757111 -0.513228  0.090
C -2.318079 -0.877726 0.030646  -0.047
C 0.135302 -1.368694 0.541812  -0.231
C -0.974245 -0.327947 0.457994  -0.295
C 0.927176 1.163280 -0.380006  0.043
H -1.095655 2.242011 0.582948  0.485
H -2.147431 -1.328712 -0.968926  0.153
H -2.645925 -1.629737 0.796992  0.178
H 2.359077 -0.019548 -1.611820  0.171
H -2.916209 0.912493 -0.384022  0.489
H 1.866995 1.296802 1.323524  0.509
H -0.757457 0.353963 -1.529207  0.194
H 1.205958 1.981095 -1.083154  0.181
H -1.121561 0.208726 1.412872  0.220
H 1.798902 -1.978613 -0.525560  0.365
H -0.298805 -2.389723 0.570532  0.207
H 0.662831 -1.284038 1.495744  0.190
H 3.720060 -0.186318 -0.063758  0.490

Atoms 1-2, force components in eV/Å:
1.0 -0.4 -0.2
2.1 0.0 1.8

Properties
- highest occupied orbital energy (eV) = -9.5
- energy (hartree) = -592.1102
- relative energy (zero: lowest compared OMol25 entry of this formula, charge and spin) (kcal per mole) = 15.2
- HOMO-LUMO gap (eV) = 9.83
- structure (SMILES) = OC[C@H]1CN[C@H](O)[C@H](O)[C@@H]1O

=====

[3]
ORCA calculation (ωB97M-V/def2-TZVPD) on C6H13NO4 in the gas phase.

Each line ends with the natural charge from an NBO analysis.
Element x y z (Å)
O 3.113343 -0.820395 0.280498  -0.738
O -2.477028 -1.845448 0.432954  -0.701
O 0.602479 0.680224 2.038150  -0.725
O -0.555897 2.484448 -0.733554  -0.676
N -0.298898 -0.643739 -1.004483  -0.632
C 0.558586 0.788726 0.563710  0.059
C -2.262861 -0.474915 0.499852  -0.088
C -1.432144 0.207131 -0.557131  -0.109
C 0.783522 -0.531219 -0.091164  -0.121
C 2.177701 -0.654724 -0.762066  -0.049
C -0.723245 1.417853 0.080116  0.074
H 4.046946 -0.920622 -0.035209  0.482
H -2.824183 -2.047223 -0.450560  0.461
H 1.558490 0.716252 2.224254  0.477
H -0.574730 -1.600138 -0.994524  0.369
H -1.945702 0.441255 -1.504834  0.203
H 2.175992 -1.551352 -1.448040  0.175
H 0.717763 -1.176179 0.849794  0.204
H 1.302403 1.500297 0.278752  0.175
H -1.327137 1.659723 0.965118  0.195
H -3.233829 0.102027 0.572548  0.160
H 2.215554 0.350427 -1.309466  0.150
H 0.165553 2.225318 -1.330430  0.464
H -1.762683 -0.307738 1.435716  0.189

Atoms 1-2, force components in eV/Å:
1.3 0.2 -0.1
-0.1 -0.7 -1.1

Properties
- highest occupied orbital energy (eV) = -9.1
- energy (hartree) = -592.0749
- relative energy (zero: lowest compared OMol25 entry of this formula, charge and spin) (kcal per mole) = 37.3
- HOMO-LUMO gap (eV) = 9.75
- structure (SMILES) = OC[C@@H]1N[C@@H](CO)[C@H](O)[C@H]1O

=====

[4]
ORCA calculation (ωB97M-V/def2-TZVPD) on C6H13NS in the gas phase.

Each line ends with the natural charge from an NBO analysis.
Element x y z (Å)
S 0.436095 -0.674172 2.029655  0.094
N 0.895766 2.274943 1.381671  -0.849
C -1.546034 0.437330 0.366261  -0.645
C 1.064745 -0.008110 0.464120  -0.321
C -0.308764 -0.489862 0.391047  -0.086
C -0.612579 -1.647625 -1.793518  -0.613
C -0.424528 -1.861835 -0.303184  -0.409
C 1.313334 1.440565 0.258889  -0.230
H 0.514792 -2.414513 -0.207925  0.210
H 1.326700 2.107143 2.269720  0.373
H 1.837474 -0.622919 -0.039751  0.230
H -0.497116 -2.589517 -2.380980  0.216
H 0.103768 -0.859917 -2.181666  0.201
H -1.674123 -1.297416 -2.001216  0.204
H -2.370338 -0.067670 0.953541  0.226
H -1.223417 -2.493941 0.108482  0.211
H -1.335807 1.425816 0.806143  0.255
H 0.856808 1.844531 -0.658364  0.200
H -1.812326 0.678518 -0.695907  0.209
H 1.009747 3.258988 1.119071  0.359
H 2.445802 1.559665 0.113909  0.165

Atoms 1-2, force components in eV/Å:
0.6 0.1 0.5
-0.9 1.2 -1.0

Properties
- highest occupied orbital energy (eV) = -8.4
- energy (hartree) = -689.3222
- relative energy (zero: lowest compared OMol25 entry of this formula, charge and spin) (kcal per mole) = 20.0
- HOMO-LUMO gap (eV) = 9.32
- structure (SMILES) = CC[C@@]1(C)S[C@@H]1CN

=====

[5]
ORCA calculation (ωB97M-V/def2-TZVPD) on C6H13NS in the gas phase.

Each line ends with the natural charge from an NBO analysis.
Element x y z (Å)
S -2.357466 2.237884 0.172510  -0.160
N -0.412032 0.491722 -0.275771  -0.436
C 2.050124 0.624561 -0.554781  -0.628
C 0.884725 -0.193474 0.043253  -0.028
C -0.826834 1.683867 0.161821  -0.068
C -1.154216 -0.247959 -1.149511  -0.236
C 1.074184 -0.202919 1.574970  -0.630
C -1.871031 -1.460185 -0.358881  -0.617
H -2.682795 -1.991903 -0.807600  0.221
H 1.135981 0.710787 2.178642  0.225
H 1.998672 -0.727692 1.660584  0.211
H -0.536609 -0.628265 -2.055722  0.193
H -2.169511 -0.968004 0.611936  0.220
H 2.380014 1.422754 0.112200  0.217
H 0.656658 -1.225384 -0.427799  0.234
H 2.920838 -0.029664 -0.640816  0.221
H -2.071782 0.218569 -1.445198  0.248
H 1.650276 1.143987 -1.591400  0.223
H 0.389342 -0.830376 2.046046  0.217
H 0.001188 2.201145 0.784558  0.192
H -1.059726 -2.229449 -0.039040  0.182

Atoms 1-2, force components in eV/Å:
-0.4 0.6 -0.3
1.7 1.1 0.4

Properties
- highest occupied orbital energy (eV) = -8.2
- energy (hartree) = -689.2890
- relative energy (zero: lowest compared OMol25 entry of this formula, charge and spin) (kcal per mole) = 40.8
- HOMO-LUMO gap (eV) = 8.95
- structure (SMILES) = CCN(C=S)C(C)C

=====

Question: Which of these has the lowest energy?
Answer: number 4

=====

Please write out number 5 again, unchanged.
ORCA calculation (ωB97M-V/def2-TZVPD) on C6H13NS in the gas phase.

Each line ends with the natural charge from an NBO analysis.
Element x y z (Å)
S -2.357466 2.237884 0.172510  -0.160
N -0.412032 0.491722 -0.275771  -0.436
C 2.050124 0.624561 -0.554781  -0.628
C 0.884725 -0.193474 0.043253  -0.028
C -0.826834 1.683867 0.161821  -0.068
C -1.154216 -0.247959 -1.149511  -0.236
C 1.074184 -0.202919 1.574970  -0.630
C -1.871031 -1.460185 -0.358881  -0.617
H -2.682795 -1.991903 -0.807600  0.221
H 1.135981 0.710787 2.178642  0.225
H 1.998672 -0.727692 1.660584  0.211
H -0.536609 -0.628265 -2.055722  0.193
H -2.169511 -0.968004 0.611936  0.220
H 2.380014 1.422754 0.112200  0.217
H 0.656658 -1.225384 -0.427799  0.234
H 2.920838 -0.029664 -0.640816  0.221
H -2.071782 0.218569 -1.445198  0.248
H 1.650276 1.143987 -1.591400  0.223
H 0.389342 -0.830376 2.046046  0.217
H 0.001188 2.201145 0.784558  0.192
H -1.059726 -2.229449 -0.039040  0.182

Atoms 1-2, force components in eV/Å:
-0.4 0.6 -0.3
1.7 1.1 0.4

Properties
- highest occupied orbital energy (eV) = -8.2
- energy (hartree) = -689.2890
- relative energy (zero: lowest compared OMol25 entry of this formula, charge and spin) (kcal per mole) = 40.8
- HOMO-LUMO gap (eV) = 8.95
- structure (SMILES) = CCN(C=S)C(C)C

=====

What did the fifth record say?
ORCA calculation (ωB97M-V/def2-TZVPD) on C6H13NS in the gas phase.

Each line ends with the natural charge from an NBO analysis.
Element x y z (Å)
S -2.357466 2.237884 0.172510  -0.160
N -0.412032 0.491722 -0.275771  -0.436
C 2.050124 0.624561 -0.554781  -0.628
C 0.884725 -0.193474 0.043253  -0.028
C -0.826834 1.683867 0.161821  -0.068
C -1.154216 -0.247959 -1.149511  -0.236
C 1.074184 -0.202919 1.574970  -0.630
C -1.871031 -1.460185 -0.358881  -0.617
H -2.682795 -1.991903 -0.807600  0.221
H 1.135981 0.710787 2.178642  0.225
H 1.998672 -0.727692 1.660584  0.211
H -0.536609 -0.628265 -2.055722  0.193
H -2.169511 -0.968004 0.611936  0.220
H 2.380014 1.422754 0.112200  0.217
H 0.656658 -1.225384 -0.427799  0.234
H 2.920838 -0.029664 -0.640816  0.221
H -2.071782 0.218569 -1.445198  0.248
H 1.650276 1.143987 -1.591400  0.223
H 0.389342 -0.830376 2.046046  0.217
H 0.001188 2.201145 0.784558  0.192
H -1.059726 -2.229449 -0.039040  0.182

Atoms 1-2, force components in eV/Å:
-0.4 0.6 -0.3
1.7 1.1 0.4

Properties
- highest occupied orbital energy (eV) = -8.2
- energy (hartree) = -689.2890
- relative energy (zero: lowest compared OMol25 entry of this formula, charge and spin) (kcal per mole) = 40.8
- HOMO-LUMO gap (eV) = 8.95
- structure (SMILES) = CCN(C=S)C(C)C